# 1
Entry from OMol25: a cluster of 2 separate species, C5H11N in total at a distorted geometry (ωB97M-V/def2-TZVPD).

```
17
Properties=species:S:1:pos:R:3:forces:R:3
C -0.075 1.638 1.094 3.62 -0.42 2.46
C 1.171 1.005 0.463 1.08 1.20 -0.83
C 1.399 -0.495 0.054 -1.55 -0.46 0.91
C 0.277 -1.115 -0.731 -0.01 -0.38 0.51
C -0.979 -1.247 -0.210 -2.69 -0.41 -3.34
N -1.979 -1.826 -1.108 2.67 0.26 -0.61
H -0.826 1.479 0.378 -2.09 -0.40 -1.59
H 0.019 2.683 1.275 0.36 1.02 -0.51
H -0.313 1.257 2.063 -0.80 -0.92 0.33
H 1.363 1.684 -0.410 0.24 -0.76 0.54
H 1.955 1.181 1.218 -0.04 0.27 -0.36
H 2.234 -0.672 -0.607 0.88 0.78 0.31
H 1.593 -1.050 1.030 -0.32 0.40 -1.27
H 0.529 -1.706 -1.650 -0.01 0.32 0.78
H -1.682 1.438 -0.043 -0.44 -1.57 -0.49
H -2.859 -1.995 -0.703 -0.83 -0.46 0.31
H -1.827 -2.260 -2.112 -0.07 1.51 2.85
```
Positions in Å, forces in eV/Å.

As for the energy above the lowest of the compared OMol25 structures with the same formula, charge and spin: 201.2 kcal/mol. The HOMO energy comes out at -7.00 eV. The calculation puts the HOMO-LUMO gap at 5.16 eV. Its LUMO energy is -1.84 eV.

=====

# 2
Entry from OMol25: the molecule C5H11N at a distorted geometry (ωB97M-V/def2-TZVPD).

```
17
Properties=species:S:1:pos:R:3:forces:R:3
C -2.054 0.454 0.627 -0.25 -0.05 -1.39
C -1.201 -0.297 -0.795 -0.78 0.66 1.21
N 0.156 -0.707 -0.577 -0.04 -0.12 -0.13
C 0.432 -0.752 0.835 0.03 -0.03 0.42
C 1.075 0.276 -0.034 0.00 0.18 -0.02
C 2.500 0.207 -0.535 -0.03 -0.05 0.08
H -2.911 -0.198 0.821 -0.05 0.14 -0.45
H -1.777 0.746 1.688 0.80 -0.60 -1.43
H -2.376 1.404 0.230 -0.57 0.19 -0.29
H -1.783 -1.205 -1.017 -0.01 0.42 0.27
H -1.211 0.333 -1.713 -0.42 0.08 0.92
H -0.482 -0.356 1.307 1.54 -0.83 0.74
H 0.950 -1.612 1.253 0.03 0.19 -0.10
H 0.683 1.289 0.091 0.00 -0.15 -0.03
H 3.197 0.641 0.190 -0.11 -0.04 -0.08
H 2.608 0.759 -1.478 -0.07 -0.11 0.19
H 2.795 -0.830 -0.721 -0.09 0.13 0.07
```
Positions in Å, forces in eV/Å.

As for the energy above the lowest of the compared OMol25 structures with the same formula, charge and spin: 67.3 kcal/mol. The HOMO energy comes out at -8.99 eV. The SMILES is CCN1C[C@H]1C. The calculation puts the HOMO-LUMO gap at 10.16 eV. Its LUMO energy is 1.16 eV.

=====

# 3
Entry from OMol25: the molecule C5H11N at a distorted geometry (ωB97M-V/def2-TZVPD).

```
17
Properties=species:S:1:pos:R:3:forces:R:3
C 1.584 -0.146 1.451 2.20 -0.69 -0.60
C 0.292 0.051 0.761 -0.04 0.53 -1.31
C -0.339 -1.186 0.105 -0.92 0.14 0.43
C -1.003 -0.592 -1.191 -0.77 -1.54 -2.79
C -0.961 0.882 -0.956 -1.59 2.44 1.52
N 0.334 0.963 -0.372 2.08 1.10 0.42
H 1.337 -0.876 2.225 0.63 -0.01 0.22
H 2.314 -0.614 0.696 -0.75 0.64 1.30
H 2.073 0.768 1.921 -0.85 -1.04 -0.66
H -0.367 0.377 1.530 -1.20 0.78 0.65
H -1.073 -1.618 0.861 1.05 -0.04 -1.30
H 0.497 -1.818 -0.208 -0.53 -0.53 0.34
H -0.242 -0.855 -2.076 -1.94 0.61 1.65
H -2.092 -0.882 -1.515 2.14 -0.11 0.87
H -1.222 1.719 -1.738 0.77 -2.11 1.06
H -1.627 1.113 -0.021 -0.14 -0.31 -1.77
H 0.624 1.890 -0.089 -0.10 0.13 -0.03
```
Positions in Å, forces in eV/Å.

As for the energy above the lowest of the compared OMol25 structures with the same formula, charge and spin: 30.2 kcal/mol. The HOMO energy comes out at -8.74 eV. The SMILES is C[C@@H]1CCCN1. The calculation puts the HOMO-LUMO gap at 9.91 eV. Its LUMO energy is 1.16 eV.

=====

# 4
Entry from OMol25: the molecule C5H11N (ωB97M-V/def2-TZVPD).

```
17
Properties=species:S:1:pos:R:3:forces:R:3
C -1.764 -1.358 -1.086 -0.06 -0.05 -0.07
C -0.998 -0.337 -0.239 -0.06 0.04 0.03
C 0.488 -0.368 -0.595 -0.16 -0.13 -0.10
N 1.425 0.407 0.186 0.22 -0.19 -0.27
C 1.351 0.637 1.598 0.00 0.10 0.17
C 1.289 1.770 0.605 0.03 0.18 0.05
H -1.663 -1.151 -2.159 0.01 0.04 0.17
H -2.834 -1.369 -0.854 0.17 0.05 0.00
H -1.384 -2.374 -0.922 -0.03 0.19 0.03
H -1.408 0.670 -0.401 0.04 -0.18 0.06
H -1.127 -0.579 0.825 0.01 0.08 -0.19
H 0.622 -0.074 -1.646 -0.05 -0.02 0.17
H 0.833 -1.408 -0.523 -0.05 0.12 -0.04
H 0.444 0.489 2.185 -0.07 -0.21 -0.34
H 2.254 0.329 2.121 -0.05 0.49 0.09
H 0.335 2.289 0.477 0.03 -0.30 0.21
H 2.138 2.428 0.429 0.02 -0.21 0.02
```
Positions in Å, forces in eV/Å.

As for the energy above the lowest of the compared OMol25 structures with the same formula, charge and spin: 35.0 kcal/mol. The HOMO energy comes out at -8.73 eV. The SMILES is CCCN1CC1. The calculation puts the HOMO-LUMO gap at 9.94 eV. Its LUMO energy is 1.21 eV.

=====

# 5
Entry from OMol25: a structure of composition C5H11N at a distorted geometry (ωB97M-V/def2-TZVPD).

```
17
Properties=species:S:1:pos:R:3:forces:R:3
C 3.093 -0.080 0.286 0.14 -0.07 -0.25
N 1.940 -0.066 1.169 -2.06 0.46 -1.24
C 0.612 0.365 -0.070 -0.71 -1.18 -0.14
C -3.166 -0.406 -0.466 0.71 -0.70 0.43
C -1.853 0.271 -0.163 0.51 1.70 0.54
C -0.706 -0.211 0.344 -0.88 -0.80 -0.20
H 3.994 -0.237 0.888 -0.18 0.17 0.12
H 3.243 0.810 -0.337 0.06 0.08 0.18
H 3.049 -0.944 -0.403 -0.02 0.15 0.06
H 1.227 0.745 1.002 2.29 1.08 2.23
H 0.463 1.436 -0.298 0.38 0.02 0.12
H 1.129 -0.072 -0.918 -0.52 -0.33 -0.07
H -3.610 -0.978 0.345 0.06 0.09 0.42
H -2.922 -1.164 -1.207 -0.17 -0.04 -0.27
H -3.931 0.226 -0.883 -0.06 0.49 -0.05
H -1.766 1.365 -0.310 -0.29 -0.55 -1.15
H -0.795 -1.060 1.022 0.72 -0.56 -0.72
```
Positions in Å, forces in eV/Å.

As for the energy above the lowest of the compared OMol25 structures with the same formula, charge and spin: 119.7 kcal/mol. The HOMO energy comes out at -8.40 eV. The calculation puts the HOMO-LUMO gap at 9.44 eV. Its LUMO energy is 1.03 eV.

=====

# 6
Entry from OMol25: a cluster of 2 separate species, C5H11N in total at a distorted geometry (ωB97M-V/def2-TZVPD).

```
17
Properties=species:S:1:pos:R:3:forces:R:3
C 2.812 1.662 -1.843 0.03 0.06 -0.76
C 3.035 1.188 -0.444 -0.71 -0.38 -0.14
C 2.052 1.191 0.460 0.45 -1.19 -0.09
H 1.892 1.249 -2.262 -0.05 0.00 0.01
H 3.616 1.437 -2.548 0.02 -0.26 0.25
H 2.713 2.750 -1.898 -0.04 -0.06 0.26
H 3.964 0.671 -0.214 0.35 0.93 0.31
H 2.283 0.932 1.485 -0.13 -0.23 0.06
H 1.009 1.111 0.153 0.05 1.11 0.09
C -3.146 -2.215 -0.103 -0.59 -0.50 -0.97
C -2.532 -1.598 0.966 0.00 -0.23 1.60
N -3.136 -0.817 1.872 1.32 0.56 -1.13
H -4.218 -2.398 -0.158 0.03 0.58 0.21
H -2.612 -2.688 -0.921 0.41 0.12 0.32
H -1.531 -1.887 1.293 -0.03 -0.17 -0.51
H -3.683 -0.030 1.530 -0.85 -0.45 0.26
H -2.517 -0.556 2.632 -0.27 0.09 0.23
```
Positions in Å, forces in eV/Å.

As for the energy above the lowest of the compared OMol25 structures with the same formula, charge and spin: 68.0 kcal/mol. The HOMO energy (spin up / spin down) comes out at -11.63 / -11.63 eV. The net charge is +1. The calculation puts the HOMO-LUMO gap (spin up / spin down) at 6.77 / 3.52 eV. Its LUMO energy (spin up / spin down) is -4.85 / -8.11 eV. Its spin multiplicity is 2.

=====

# 7
Entry from OMol25: the ion C5H11N2 with charge +1 at a distorted geometry (ωB97M-V/def2-TZVPD).

```
18
Properties=species:S:1:pos:R:3:forces:R:3
C -0.023 0.380 2.265 -1.70 -1.61 -0.96
C -0.489 -0.380 1.260 -1.05 1.20 0.10
N 0.143 -0.531 -0.065 -1.18 -0.96 3.47
C 0.918 -1.773 0.051 0.37 -0.71 -1.37
N -0.010 0.386 -1.000 0.89 0.79 -2.34
C 0.582 0.439 -2.182 0.29 -3.44 2.78
C -1.031 1.427 -0.636 0.30 0.58 -2.06
H -0.638 0.361 3.153 0.15 0.07 0.20
H 0.820 1.010 2.262 1.06 0.48 -0.21
H -1.483 -0.897 1.367 1.29 0.26 -0.12
H 1.162 -2.072 -1.033 0.48 -0.01 2.05
H 1.710 -1.598 0.854 -0.33 -0.27 -1.77
H 0.283 -2.593 0.526 0.39 1.18 -0.96
H 1.184 -0.469 -2.494 -0.60 1.61 0.33
H 0.546 1.348 -2.670 -0.42 1.30 -1.28
H -1.982 0.863 -0.546 0.45 0.83 -0.20
H -0.693 1.795 0.286 -0.10 0.67 1.23
H -0.999 2.305 -1.396 -0.30 -1.97 1.11
```
Positions in Å, forces in eV/Å.

As for the energy above the lowest of the compared OMol25 structures with the same formula, charge and spin: 92.1 kcal/mol. The HOMO energy comes out at -13.62 eV. The SMILES is C=CN(C)[N+](=C)C. The net charge is +1. The calculation puts the HOMO-LUMO gap at 9.47 eV. Its LUMO energy is -4.15 eV.

=====

# 8
Entry from OMol25: a cluster of 2 separate species, C5H11N2 in total at a distorted geometry (ωB97M-V/def2-TZVPD).

```
18
Properties=species:S:1:pos:R:3:forces:R:3
C 0.511 1.619 -0.803 3.09 -1.72 0.32
C 0.896 1.278 0.460 0.97 -0.56 0.62
C -1.978 -0.723 -0.351 1.44 2.99 2.86
C 2.570 -0.224 1.675 -1.91 1.48 2.31
C 1.952 0.244 0.601 0.91 -1.07 -1.57
N -1.145 -0.480 -1.281 1.37 1.67 -1.56
N -2.768 -1.723 -0.158 -0.65 0.55 0.98
H -0.027 2.457 -0.926 -2.24 2.82 -0.52
H 1.034 1.258 -1.772 -0.66 0.33 2.01
H 0.541 1.745 1.470 0.35 -0.65 -2.25
H 3.368 -0.924 1.687 0.46 -0.44 -0.28
H 2.195 0.122 2.671 0.63 -0.32 -0.69
H -1.816 0.118 0.460 -0.99 -2.06 -1.00
H 2.410 -0.240 -0.304 -0.99 1.02 0.22
H -0.521 0.452 -1.043 -1.07 -2.09 -0.88
H -1.109 -0.899 -2.209 -0.01 -0.19 0.43
H -3.300 -1.698 0.718 0.00 -0.71 -0.93
H -2.813 -2.383 -0.897 -0.69 -1.06 -0.07
```
Positions in Å, forces in eV/Å.

As for the energy above the lowest of the compared OMol25 structures with the same formula, charge and spin: 52.9 kcal/mol. The HOMO energy comes out at -12.98 eV. The net charge is +1. The calculation puts the HOMO-LUMO gap at 9.48 eV. Its LUMO energy is -3.50 eV.

=====

# 9
Entry from OMol25: a cluster of 2 separate species, C5H11N2 in total at a distorted geometry (ωB97M-V/def2-TZVPD).

```
18
Properties=species:S:1:pos:R:3:forces:R:3
C 0.801 -2.129 1.233 -1.84 1.31 -0.71
C 0.827 -1.052 0.493 1.34 -1.84 -0.38
C 0.852 -0.062 -1.842 -1.67 -1.19 -0.30
C 0.940 -0.073 -0.361 1.76 1.60 1.30
C -1.034 0.315 0.719 -2.36 -0.65 1.12
N -0.659 1.392 1.476 -0.88 -0.77 -3.15
N -1.845 0.496 -0.344 1.47 1.19 -0.72
H 1.639 -2.672 1.522 1.54 -0.78 0.18
H 0.355 -1.041 -2.196 0.73 1.61 0.33
H 1.837 0.001 -2.297 -0.04 0.26 -0.09
H 0.208 0.824 -2.090 0.74 -0.81 -0.40
H 1.272 0.869 0.168 -0.33 -0.83 -1.06
H -1.138 -0.737 1.145 -0.05 2.12 0.04
H -0.472 2.259 0.869 -0.06 -1.53 2.25
H -0.202 1.075 2.302 0.80 0.95 0.66
H -2.047 -0.326 -0.913 0.00 0.46 0.18
H -1.594 1.362 -0.880 -0.97 -1.19 0.37
H -0.149 -2.538 1.549 -0.18 0.09 0.39
```
Positions in Å, forces in eV/Å.

As for the energy above the lowest of the compared OMol25 structures with the same formula, charge and spin: 69.2 kcal/mol. The HOMO energy comes out at -13.93 eV. The net charge is +1. The calculation puts the HOMO-LUMO gap at 10.26 eV. Its LUMO energy is -3.66 eV.

=====

# 10
Entry from OMol25: the ion C5H11N2O with charge -1 at a distorted geometry (ωB97M-V/def2-TZVPD).

```
19
Properties=species:S:1:pos:R:3:forces:R:3
N -2.752 -2.195 -0.957 3.31 0.98 1.85
C -2.152 -1.009 -0.310 2.89 -2.73 -1.79
C -0.783 -0.935 -0.243 -2.59 -0.60 -1.57
C -0.196 0.323 0.267 -0.74 -0.32 0.80
C 1.146 0.740 -0.216 0.46 -0.20 0.73
N 2.122 -0.370 -0.360 0.07 1.22 0.05
C 1.727 1.862 0.803 0.07 2.30 0.26
O 2.877 1.566 1.389 0.71 -1.14 0.04
H -3.169 -2.757 -0.288 -1.07 -1.38 1.37
H -3.354 -2.037 -1.675 -1.99 0.91 -2.29
H -2.811 -0.267 0.024 -0.68 1.22 0.56
H -0.169 -1.757 -0.720 -0.76 1.05 0.80
H -0.828 1.144 -0.057 -0.50 0.15 0.23
H -0.341 0.259 1.342 0.70 0.30 0.55
H 0.867 1.060 -1.221 0.87 0.68 -0.26
H 2.002 -0.961 0.458 0.24 0.08 0.12
H 2.984 0.183 -0.144 -0.28 -0.85 0.22
H 1.841 2.876 0.322 -0.18 -0.28 -1.18
H 0.986 2.275 1.585 -0.53 -1.37 -0.48
```
Positions in Å, forces in eV/Å.

As for the energy above the lowest of the compared OMol25 structures with the same formula, charge and spin: 38.4 kcal/mol. The HOMO energy comes out at -2.26 eV. The SMILES is N/C=C/C[C@H](N)C[O-]. The net charge is -1. The calculation puts the HOMO-LUMO gap at 5.72 eV. Its LUMO energy is 3.46 eV.